(one)
C6H13NO as an isolated structure, computed with ωB97M-V/def2-TZVPD.

The highest occupied orbital energy is -8.7 eV. As for the HOMO-LUMO gap: 9.44 eV.

Positions of all 21 atoms, in Å:
O  -2.9698  -0.3022  -1.1461
N  -0.4821  -2.0446  -0.6505
C  1.8829  -0.5442  0.9297
C  -0.5584  0.0495  0.7637
C  1.2118  1.9083  0.5111
C  -1.6377  -0.1055  -1.5779
C  0.8615  0.4524  0.4968
C  -0.6463  -0.7322  -0.5891
H  -1.4694  -0.5638  -2.5586
H  -1.2450  0.8939  0.7801
H  -3.1026  -1.2558  -1.0667
H  -0.5149  -2.4791  0.2707
H  -1.4866  0.9748  -1.6460
H  1.8525  -0.6907  2.0129
H  0.4558  2.5126  0.0094
H  1.6096  -1.5138  0.4700
H  2.1915  2.0856  0.0665
H  0.5663  -0.0330  -0.8788
H  2.8908  -0.2527  0.6375
H  1.2663  2.2587  1.5484
H  -0.6764  -0.6182  1.6168



(two)
A 2-piece molecular cluster, C6H13NO overall, computed with ωB97M-V/def2-TZVPD.

The highest occupied orbital energy is -8.9 eV. As for the HOMO-LUMO gap: 9.65 eV. The SMILES is C=C(C)O.C=NCC.

Positions of all 21 atoms, in Å:
O  -0.6672  -2.4887  -0.0573
N  0.0545  2.5354  -1.1215
C  0.5662  -2.1952  0.4658
C  -0.8053  1.7284  -0.2776
C  0.7390  -2.7211  1.8789
C  1.1963  2.8977  -0.5967
C  1.4911  -1.6682  -0.3358
C  -2.2512  2.1301  -0.4263
H  -2.6083  2.2722  -1.4676
H  1.8576  3.6080  -1.2679
H  -0.3796  1.7518  0.7817
H  -2.8059  1.3202  0.0337
H  -2.4388  3.0372  0.1576
H  1.3770  -1.3965  -1.3843
H  0.0795  -2.2256  2.6414
H  1.8171  -2.6655  2.1938
H  -1.3161  -2.6345  0.6417
H  1.5158  2.6558  0.3944
H  0.4731  -3.8052  1.7916
H  -0.6848  0.6654  -0.5781
H  2.4534  -1.4509  0.1209



Stability summary: most stable (two), least stable (one).